Record 1
This record from the Open Molecules 2025 dataset describes a cluster of 2 separate species, C3H7N2 in total. The level of theory is wB97M-V/def2-TZVPD.

As for the total energy: -6192.9710 eV. Its lowest unoccupied orbital energy is -4.7 eV. The calculation puts the energy above the lowest of the compared OMol25 structures with the same formula, charge and spin at 104.71 kcal per mole. The total charge is +1. The gap between HOMO and LUMO is 9.8 eV. The HOMO energy is -14.497 eV.

XYZ file:
```
12
C3H7N2 | the Open Molecules 2025 dataset | wB97M-V/def2-TZVPD
C -2.0170 0.4468 1.0586
C -1.0081 0.4629 0.4218
C 0.2361 0.3644 -0.1269
N 0.4256 0.5841 -1.4948
N 0.8005 -1.1819 0.3722
H -2.9502 0.4705 1.5537
H 1.2513 1.4541 0.7375
H 1.0379 1.2482 -1.8226
H -0.4438 0.5149 -1.9993
H 1.6939 -1.1531 0.9066
H 1.0091 -1.8394 -0.4873
H -0.0353 -1.3717 0.8804
```

Record 2
This record from the Open Molecules 2025 dataset describes a cluster of 2 separate species, C3H7N2 in total. The level of theory is wB97M-V/def2-TZVPD.

As for the total energy: -6195.2340 eV. Its lowest unoccupied orbital energy is -5.3 eV. The calculation puts the energy above the lowest of the compared OMol25 structures with the same formula, charge and spin at 52.52 kcal per mole. The total charge is +1. The gap between HOMO and LUMO is 10.3 eV. The HOMO energy is -15.626 eV.

XYZ file:
```
12
C3H7N2 | the Open Molecules 2025 dataset | wB97M-V/def2-TZVPD
C 1.1268 -3.2828 1.6713
C 0.6240 -2.2097 1.4881
C 0.1724 -1.0449 0.7968
N 0.7071 -0.4246 -0.2016
N -0.6515 1.6152 -0.7110
H 1.3084 -4.2634 2.2130
H -0.6585 -0.6579 1.2945
H 0.3761 0.5579 -0.3484
H 1.6759 -0.7491 -0.4976
H -1.2427 2.2962 -0.0972
H -1.3208 1.1573 -1.3850
H -0.2300 2.3662 -1.3136
```

Record 3
This record from the Open Molecules 2025 dataset describes the ion C3H7N2 with charge +1. The level of theory is wB97M-V/def2-TZVPD.

Its SMILES is C[C@@H]1NC1=[NH2+]. As for the total energy: -6195.4410 eV. Its lowest unoccupied orbital energy is -3.7 eV. The calculation puts the energy above the lowest of the compared OMol25 structures with the same formula, charge and spin at 47.75 kcal per mole. The total charge is +1. The gap between HOMO and LUMO is 12.2 eV. The HOMO energy is -15.958 eV.

XYZ file:
```
12
C3H7N2 | the Open Molecules 2025 dataset | wB97M-V/def2-TZVPD
C 1.6551 0.5142 -0.1648
C 0.5511 -0.4023 0.4861
N -0.3869 -1.2731 -0.2005
C -0.8723 -0.1282 -0.0048
N -1.9241 0.5441 -0.0546
H 1.3164 1.0040 -0.9658
H 2.4142 -0.1840 -0.4406
H 2.1156 1.2509 0.5402
H 0.5604 -0.7724 1.4410
H -0.5570 -2.2205 -0.5405
H -2.0313 1.5386 -0.1161
H -2.8411 0.1288 0.0203
```

Record 4
This record from the Open Molecules 2025 dataset describes a structure of composition C3H7N2. The level of theory is wB97M-V/def2-TZVPD.

As for the total energy: -6195.6543 eV. Its lowest unoccupied orbital energy is -4.7 eV. The calculation puts the energy above the lowest of the compared OMol25 structures with the same formula, charge and spin at 42.83 kcal per mole. The total charge is +1. The gap between HOMO and LUMO is 11.4 eV. The HOMO energy is -16.130 eV.

XYZ file:
```
12
C3H7N2 | the Open Molecules 2025 dataset | wB97M-V/def2-TZVPD
C 0.0991 -0.1601 -0.3024
C -0.0310 0.4775 1.5996
C -0.0079 -0.4422 -1.7179
N 0.8846 0.9924 0.5602
N -0.7283 -0.3751 0.6517
H 0.5229 0.0149 2.4808
H -0.8668 1.2331 1.9068
H -0.6948 -1.1899 -1.9124
H 1.0204 -0.6198 -2.2484
H -0.4830 0.4547 -2.1997
H 1.8068 0.6087 0.5983
H -1.5219 -0.9942 0.5833
```

Record 5
This record from the Open Molecules 2025 dataset describes a cluster of 2 separate species, C3H7N2 in total. The level of theory is wB97M-V/def2-TZVPD.

As for the total energy: -6191.4740 eV. Its lowest unoccupied orbital energy (alpha / beta) is -6.5 / -9.0 eV. The calculation puts the energy above the lowest of the compared OMol25 structures with the same formula, charge and spin at 139.23 kcal per mole. The total charge is +1. The gap between HOMO and LUMO (alpha / beta) is 8.1 / 3.8 eV. The HOMO energy (alpha / beta) is -14.611 / -12.788 eV.

XYZ file:
```
12
C3H7N2 | the Open Molecules 2025 dataset | wB97M-V/def2-TZVPD
C -1.0023 -0.4007 -1.1333
C 0.3075 -0.8139 -0.6351
C 1.4299 0.7181 2.1559
N -0.5433 0.4572 -0.2724
N -2.0265 -0.4681 -2.0304
H 0.4925 -1.3722 0.2980
H 1.0900 -0.7902 -1.3712
H 1.4209 -0.2988 1.8007
H 0.9322 1.5458 1.6035
H 2.0500 1.0462 3.0499
H -2.1139 -1.3510 -2.4673
H -2.7867 0.1379 -2.0270
```

Record 6
This record from the Open Molecules 2025 dataset describes the ion C3H7N2 with charge +1. The level of theory is wB97M-V/def2-TZVPD.

Its SMILES is C1=NCC[NH2+]1. As for the total energy: -6195.3499 eV. Its lowest unoccupied orbital energy is -4.0 eV. The calculation puts the energy above the lowest of the compared OMol25 structures with the same formula, charge and spin at 49.85 kcal per mole. The total charge is +1. The gap between HOMO and LUMO is 11.7 eV. The HOMO energy is -15.635 eV.

XYZ file:
```
12
C3H7N2 | the Open Molecules 2025 dataset | wB97M-V/def2-TZVPD
C -1.3271 0.6068 0.0194
N -1.5353 -0.5630 0.0845
C 0.0397 -1.3440 -0.0648
C 0.9787 -0.1272 0.1203
N 0.0559 1.0732 -0.0753
H -2.0857 1.4187 0.3428
H -0.0825 -2.2636 0.6571
H 0.0298 -1.6687 -1.1133
H 1.6532 -0.0178 -0.6599
H 1.5407 -0.2197 1.0235
H 0.3352 1.4387 -1.0484
H 0.3974 1.6666 0.7142
```

Record 7
This record from the Open Molecules 2025 dataset describes the ion C3H7N2 with charge +1. The level of theory is wB97M-V/def2-TZVPD.

Its SMILES is [H]/N=C/C[NH+]=C. As for the total energy: -6196.1823 eV. Its lowest unoccupied orbital energy is -5.2 eV. The calculation puts the energy above the lowest of the compared OMol25 structures with the same formula, charge and spin at 30.65 kcal per mole. The total charge is +1. The gap between HOMO and LUMO is 10.4 eV. The HOMO energy is -15.563 eV.

XYZ file:
```
12
C3H7N2 | the Open Molecules 2025 dataset | wB97M-V/def2-TZVPD
H -1.2872 1.8927 -1.6563
N -0.9631 1.1825 -1.0375
C 0.1076 1.4974 -0.4449
C 0.5391 0.4027 0.5401
N -0.2008 -0.7877 0.1670
C 0.0345 -2.0270 0.3172
H 0.7429 2.4065 -0.5512
H 1.6426 0.3685 0.7176
H 0.2912 0.7455 1.5990
H -1.0231 -0.4687 -0.3067
H -0.7216 -2.6718 0.0209
H 0.8380 -2.5405 0.6349
```

Record 8
This record from the Open Molecules 2025 dataset describes a cluster of 2 separate species, C3H7N2O in total. The level of theory is wB97M-V/def2-TZVPD.

As for the total energy: -8244.7944 eV. Its lowest unoccupied orbital energy is -3.6 eV. The calculation puts the energy above the lowest of the compared OMol25 structures with the same formula, charge and spin at 31.01 kcal per mole. The total charge is +1. The gap between HOMO and LUMO is 11.7 eV. The HOMO energy is -15.310 eV.

XYZ file:
```
13
C3H7N2O | the Open Molecules 2025 dataset | wB97M-V/def2-TZVPD
C -0.7045 2.3288 -1.1944
C 0.1329 0.0385 0.8058
C 0.6220 -1.0403 -1.2495
N -0.4327 0.0631 1.9764
N 0.1574 -1.0497 0.0903
O -0.8530 3.4216 -1.3797
H -0.2319 -1.1065 -1.8746
H 0.5471 0.9016 0.5143
H 1.2895 -0.2261 -1.6506
H 1.2429 -1.9653 -1.3899
H -0.5093 1.0644 2.4319
H -0.8300 -0.5669 2.5647
H -0.4303 -1.8631 0.3551
```

Record 9
This record from the Open Molecules 2025 dataset describes a cluster of 2 separate species, C3H7N2O in total. The level of theory is wB97M-V/def2-TZVPD.

As for the total energy: -8246.0449 eV. Its lowest unoccupied orbital energy is -3.3 eV. The calculation puts the energy above the lowest of the compared OMol25 structures with the same formula, charge and spin at 2.17 kcal per mole. The total charge is +1. The gap between HOMO and LUMO is 11.3 eV. The HOMO energy is -14.679 eV.

XYZ file:
```
13
C3H7N2O | the Open Molecules 2025 dataset | wB97M-V/def2-TZVPD
C 1.9365 0.4681 -0.2635
C 0.9085 -0.2433 -0.7693
N -0.2061 0.0658 -0.0126
C 0.1364 0.8550 0.9918
N 1.4055 1.2138 0.7829
H 2.9763 0.6227 -0.4976
H 0.8281 -0.9583 -1.5644
H -1.1257 -0.3813 -0.1385
H -0.3711 0.9545 1.9340
H 1.9059 1.6694 1.5348
H -2.4163 -2.1100 -0.7299
H -3.3691 -0.9742 -0.3530
O -2.6089 -1.1820 -0.9148
```

Record 10
This record from the Open Molecules 2025 dataset describes the ion C3H7N2O2 with charge +1. The level of theory is wB97M-V/def2-TZVPD.

Its SMILES is O[C@@H]1NC=[NH+][C@H]1O. As for the total energy: -10291.5014 eV. Its lowest unoccupied orbital energy is -4.4 eV. The calculation puts the energy above the lowest of the compared OMol25 structures with the same formula, charge and spin at 30.20 kcal per mole. The total charge is +1. The gap between HOMO and LUMO is 10.8 eV. The HOMO energy is -15.174 eV.

XYZ file:
```
14
C3H7N2O2 | the Open Molecules 2025 dataset | wB97M-V/def2-TZVPD
O 1.4002 -1.4498 0.6109
C 0.5117 -0.8048 -0.2547
N 1.0055 0.5545 -0.7792
C 0.3373 1.4709 -0.1194
N -0.5093 0.9727 0.7665
C -0.7144 -0.3877 0.5356
O -2.0039 -0.5896 -0.5497
H 2.2538 -1.3875 0.1521
H 0.1304 -1.5125 -1.0762
H 1.7660 0.6265 -1.4642
H 0.5792 2.5702 -0.3602
H -0.9383 1.6850 1.4157
H -0.9552 -1.1242 1.2913
H -2.8631 -0.6238 -0.1684
```